Formula: C20H31Cl2CrN4O3
Source: the Open Molecules 2025 dataset
Level of theory: wB97M-V/def2-TZVPD

Cartesian coordinates (Å):
Cr (0.714, -0.220, -1.297)
Cl (0.838, -1.644, -3.244)
Cl (1.757, 2.029, -0.829)
O (2.401, -1.302, -0.782)
O (-0.540, -1.830, -0.667)
O (-0.028, 0.919, -2.559)
N (0.351, 0.122, 0.691)
N (0.074, 0.794, 2.765)
N (4.067, 0.026, -1.726)
N (-0.944, -4.106, -0.269)
C (0.944, 2.903, -5.679)
C (-0.318, -3.073, -0.867)
C (0.735, -0.904, 1.517)
C (-0.842, -5.395, -0.933)
C (0.403, 2.552, -4.447)
C (0.205, 2.620, -6.842)
C (-3.618, 0.845, 0.504)
C (0.528, -0.516, 2.825)
C (-2.513, 0.605, -0.517)
C (-2.122, 3.068, -1.092)
C (-0.052, 1.125, 1.452)
C (3.485, -0.644, -0.722)
C (-0.846, 1.901, -4.388)
C (-1.709, -4.032, 0.963)
C (-1.518, 1.535, -5.568)
C (-1.117, 1.100, -3.183)
C (-1.923, 1.617, -1.153)
C (5.082, 0.975, -1.315)
C (-1.010, 1.915, -6.802)
C (3.529, 0.215, -3.074)
H (4.387, 0.510, -3.694)
H (-1.474, -4.911, 1.556)
H (-2.280, -0.451, -0.647)
H (3.062, -0.702, -3.460)
H (-2.773, -4.100, 0.751)
H (-2.369, 0.868, -5.495)
H (-1.229, 3.684, -1.217)
H (-0.378, 2.066, 1.065)
H (-2.081, 0.547, -2.931)
H (0.688, 2.836, -7.811)
H (1.139, -1.794, 1.052)
H (5.738, 1.187, -2.162)
H (1.929, 3.364, -5.710)
H (-1.518, 1.642, -7.737)
H (4.622, 1.909, -0.957)
H (0.466, -3.412, -1.588)
H (-2.529, 3.352, -0.063)
H (4.083, -0.649, 0.201)
H (2.795, 1.039, -3.115)
H (0.983, 2.654, -3.537)
H (-4.010, -0.107, 0.900)
H (-0.153, -5.283, -1.765)
H (-1.515, -3.138, 1.561)
H (-4.472, 1.397, 0.058)
H (-0.226, 1.401, 3.551)
H (-2.842, 3.474, -1.875)
H (-1.813, -5.697, -1.309)
H (5.640, 0.510, -0.497)
H (-0.483, -6.157, -0.246)
H (0.620, -1.088, 3.728)
H (-3.290, 1.478, 1.358)

For the relative energy (zero: lowest compared OMol25 entry of this formula, charge and spin), the calculation gives 102.4 kcal/mol. As for the spin multiplicity: 4. Its expectation value of S² is 4.121. The LUMO energy (spin up / spin down) comes out at 0.00872 / 0.00882 hartree.

---

Formula: C11H18NOP
Source: the Open Molecules 2025 dataset
Level of theory: wB97M-V/def2-TZVPD

Cartesian coordinates (Å):
P (0.830, -1.144, -0.151)
O (0.958, -2.137, -1.211)
N (-3.629, -1.403, -0.192)
C (3.359, -1.229, 0.240)
C (-2.097, 1.307, -1.573)
C (2.317, -0.074, 0.052)
C (-2.030, 1.563, 0.886)
C (-1.083, 0.388, -1.426)
C (-0.929, 0.709, 0.962)
C (-4.378, -1.695, 0.788)
C (2.701, 0.538, -1.240)
C (-0.517, 0.118, -0.182)
C (-2.602, 1.897, -0.380)
C (2.251, 0.897, 1.234)
H (-2.472, 1.437, -2.489)
H (0.720, -1.847, 1.174)
H (2.045, 0.368, 2.229)
H (-3.524, 2.555, -0.522)
H (-0.890, -0.021, -2.372)
H (3.973, -1.496, -0.584)
H (3.049, -0.069, -2.071)
H (-0.409, 0.335, 1.955)
H (4.168, -0.857, 1.012)
H (3.354, 1.363, -1.135)
H (1.916, 1.164, -1.661)
H (-4.981, -0.937, 1.073)
H (1.504, 1.756, 0.870)
H (3.289, 1.430, 1.422)
H (-2.891, -2.038, -0.425)
H (-4.560, -2.741, 1.179)
H (2.924, -2.141, 0.667)
H (-2.365, 2.002, 1.869)

For the relative energy (zero: lowest compared OMol25 entry of this formula, charge and spin), the calculation gives 55.4 kcal/mol. As for the spin multiplicity: 1. The LUMO energy comes out at 0.02949 hartree.

---

Formula: C18H26CoN4OSSi
Source: the Open Molecules 2025 dataset
Level of theory: wB97M-V/def2-TZVPD

Cartesian coordinates (Å):
Co (1.378, 0.636, 0.006)
S (1.299, 0.534, 2.243)
Si (-0.058, 2.454, -0.050)
O (3.692, 0.286, 0.133)
N (0.479, -1.647, 3.499)
N (0.615, -1.928, 1.239)
N (1.461, 0.248, -1.914)
N (0.902, -1.267, 0.087)
C (1.777, 1.068, -2.914)
C (0.779, -1.142, 2.285)
C (0.697, -4.124, 3.580)
C (-3.520, 0.114, 0.452)
C (1.810, 0.665, -4.238)
C (0.172, 3.756, 1.304)
C (-0.096, 3.479, -1.657)
C (1.174, -1.045, -2.191)
C (-2.198, 0.521, 0.315)
C (-4.542, 1.051, 0.422)
C (1.163, -1.510, -3.500)
C (-0.218, -2.914, 3.687)
C (-1.860, 1.864, 0.143)
C (-2.909, 2.790, 0.121)
C (1.481, -0.647, -4.534)
C (0.871, -1.901, -1.033)
C (-4.233, 2.395, 0.256)
C (0.560, -3.357, -1.160)
H (1.473, -0.994, -5.559)
H (-1.029, -2.986, 2.958)
H (0.810, -3.855, -0.227)
H (3.809, 0.324, 1.092)
H (-0.506, -3.516, -1.345)
H (0.127, -5.038, 3.754)
H (-0.664, -2.876, 4.681)
H (-2.691, 3.845, -0.004)
H (1.172, 4.194, 1.275)
H (-0.843, 4.273, -1.567)
H (-0.370, 2.869, -2.521)
H (1.121, -3.813, -1.974)
H (1.142, -4.172, 2.589)
H (-5.024, 3.134, 0.235)
H (0.905, -2.540, -3.697)
H (-0.552, 4.567, 1.181)
H (1.992, 2.090, -2.635)
H (0.027, 3.315, 2.291)
H (4.315, 0.914, -0.247)
H (-3.752, -0.936, 0.587)
H (0.418, -0.956, 4.227)
H (2.067, 1.374, -5.012)
H (1.496, -4.068, 4.320)
H (0.865, 3.959, -1.864)
H (-5.574, 0.739, 0.528)
H (-1.410, -0.222, 0.351)

As for the spin multiplicity: 2. Its expectation value of S² is 0.868. The LUMO energy (spin up / spin down) comes out at -0.01307 / -0.00992 hartree.

---

> Among the records above, which one has the lowest spin multiplicity?

C11H18NOP